ORCA calculation (the ωB97M-V functional and the def2-TZVPD basis) on an isolated ion of composition C7H10Cl2N3O2 and charge +1.

```
24
Properties=species:S:1:pos:R:3
N 2.2399 0.2633 -1.8383
O -0.0114 -1.0512 0.1842
C -2.4068 -0.4595 1.3395
H 0.2925 2.0412 1.0929
Cl 4.2657 1.6069 -1.0440
H 1.9316 -2.6459 0.4774
Cl -0.3251 0.2796 -2.5335
C -3.7655 0.2240 1.2585
H -4.6204 -0.5930 1.4655
O -1.2905 0.4712 1.1611
H -2.3915 -0.9399 2.4163
H 1.1683 -1.4439 -2.8520
H 2.6907 1.9722 0.8972
H 2.5854 0.5912 -2.6716
C 2.6860 1.0306 -0.8522
H -3.7970 0.5954 0.2333
C 1.1355 -0.6856 -1.9803
H -3.8812 0.9054 2.1307
N 1.9637 -2.2001 -0.4333
H -2.1719 -1.2421 0.6277
C 1.0412 -1.3880 -0.6916
C -0.1471 0.1946 0.5964
N 2.0920 1.2670 0.3270
C 0.7160 1.2065 0.6891
```

* net charge: +1
* total energy: -41021.8850 eV
* structure (SMILES): [H]/N=C1\O/C(OCC)=C\[NH+]=C(\Cl)N[C@@H]1Cl
* gap between HOMO and LUMO: 8.174 eV
* lowest unoccupied orbital energy: -4.128 eV
* energy above the lowest of the compared OMol25 structures with the same formula, charge and spin: 40.2 kcal/mol

Atom charges from the Löwdin analysis, given in e for atoms 1 to 5: 0.039, 0.093, -0.196, 0.115, 0.878